Record 1
Formula: C7H10N2O
Source: OMol25
Level of theory: ωB97M-V/def2-TZVPD

The geometry in ORCA input format:
```
! wB97M-V def2-TZVPD RIJCOSX def2/J DEFGRID3
* xyz 0 1
O 3.354 -0.960 1.652
N -1.152 1.109 -1.524
N 3.031 0.242 -0.698
C -0.398 -0.131 -1.644
C -0.539 1.361 -0.185
C -0.461 -0.960 -0.388
C -1.588 -0.668 0.595
C 1.909 0.237 -0.320
C 0.482 0.226 -0.465
C -1.429 0.834 0.934
H 2.724 -1.674 1.409
H -2.565 -0.881 0.138
H -2.389 1.369 0.970
H -2.165 0.989 -1.506
H -0.025 -1.957 -0.457
H -0.100 -0.537 -2.611
H -0.925 0.973 1.900
H -1.500 -1.300 1.487
H -0.161 2.381 -0.059
H 3.899 -0.651 0.771
*
```

Summary:
max |F|	0.0832	Eh/bohr
energy	-12446.0621	eV
relative energy (zero: lowest compared OMol25 entry of this formula, charge and spin)	326.7	kJ/mol

=====

Record 2
Formula: C21H60O15
Source: OMol25
Level of theory: ωB97M-V/def2-TZVPD

The geometry in ORCA input format:
```
! wB97M-V def2-TZVPD RIJCOSX def2/J DEFGRID3
* xyz 0 1
O 1.436 -2.627 3.138
O 1.294 -1.060 0.851
O -4.790 -3.082 -0.664
O -4.638 2.004 2.519
O -3.708 3.647 -3.564
O -0.289 5.808 2.088
O 0.958 1.092 -1.081
O 3.645 0.094 0.650
O 4.984 -2.529 -0.225
O -1.783 0.533 -3.169
O 1.196 0.430 5.151
O 1.696 1.351 -3.993
O -2.662 -1.784 -1.788
O 3.562 1.812 -1.563
O 3.515 -4.624 2.480
C -1.204 3.612 2.409
C 3.598 -5.176 1.155
C -2.921 1.379 -3.337
C -3.269 -2.840 -2.533
C 2.443 -4.744 0.259
C -6.504 2.716 1.065
C 0.087 -0.831 0.120
C -3.887 -3.794 -1.542
C -5.004 2.601 1.277
C -1.167 4.873 1.482
C 1.702 -1.639 4.100
C -0.715 4.525 0.056
C -4.294 1.847 0.173
C -0.049 0.658 -0.168
C 4.589 -0.734 1.345
C 0.839 -0.389 4.020
C 2.937 0.709 -3.668
C 5.583 -1.392 0.405
C 3.751 -6.686 1.293
C 3.895 1.631 -2.935
C -2.543 2.875 -3.361
H -6.984 3.394 1.775
H -0.829 -1.198 0.587
H -0.957 3.510 -0.270
H -4.424 -2.193 -0.575
H -4.541 3.598 1.361
H 2.586 -4.344 2.479
H 5.109 -0.085 2.058
H 2.568 -5.279 -0.684
H 2.871 -7.117 1.780
H -3.167 -4.170 -0.807
H 3.958 -1.448 1.870
H 0.807 0.733 -1.964
H 1.511 -5.066 0.738
H -3.529 1.023 -4.170
H 1.002 0.147 3.086
H -1.528 3.892 3.410
H 0.322 4.732 -0.200
H 6.333 -1.790 1.099
H 0.575 5.380 2.029
H 3.450 0.411 -4.592
H 2.760 -1.328 4.051
H 1.949 0.989 4.945
H 2.645 -0.232 -3.188
H -0.125 1.224 0.757
H -0.952 0.873 -0.755
H -4.413 -4.607 -2.040
H -2.217 5.166 1.525
H -2.016 2.935 2.110
H 1.366 -2.226 2.250
H -3.255 1.711 0.477
H -2.513 -3.386 -3.114
H -5.023 2.514 3.239
H 0.110 -1.418 -0.805
H 2.601 1.709 -1.440
H -4.379 2.388 -0.771
H -3.479 1.207 -2.414
H 5.204 -2.475 -1.160
H 3.883 -7.252 0.365
H 1.982 -0.552 0.383
H 3.821 2.573 -3.485
H -0.283 3.030 2.352
H -6.762 3.228 0.134
H 4.043 0.622 -0.061
H -1.961 3.070 -2.463
H -3.946 -2.375 -3.256
H 4.903 1.225 -2.930
H -1.894 2.944 -4.241
H -1.328 5.135 -0.619
H 6.039 -0.682 -0.282
H -2.222 -1.175 -2.399
H 4.484 -4.788 0.633
H 4.629 -6.918 1.896
H 1.704 -1.995 5.133
H -4.688 0.851 -0.045
H 2.474 -3.672 0.073
H 1.616 1.458 -4.941
H -0.215 -0.591 4.214
H -6.891 1.699 1.109
H -3.854 4.133 -2.746
H -1.212 0.592 -3.945
*
```

Summary:
max |F|	0.0544	Eh/bohr
energy	-53458.5797	eV
relative energy (zero: lowest compared OMol25 entry of this formula, charge and spin)	159.7	kJ/mol

=====

Record 3
Formula: C30H44BF3N7V
Source: OMol25
Level of theory: ωB97M-V/def2-TZVPD

The geometry in ORCA input format:
```
! wB97M-V def2-TZVPD RIJCOSX def2/J DEFGRID3
* xyz 3 2
V -0.049 -0.079 0.053
F -2.387 -0.933 6.414
F -1.932 1.188 6.333
F -0.369 -0.240 6.822
N 1.252 -0.100 -2.226
N -0.906 1.133 -2.184
N 1.569 0.022 -0.883
N -0.883 -1.632 -0.823
N -0.901 -1.356 -2.174
N -0.469 -0.229 1.932
N -0.735 1.423 -0.855
C 0.061 -0.749 4.198
C -2.024 0.322 3.657
C -2.272 3.638 1.323
C -0.534 5.005 0.177
C -1.421 2.193 -2.814
C -1.118 -3.259 1.871
C -1.729 2.244 -4.257
C 2.377 -0.068 -2.950
C -3.242 -3.874 0.734
C -1.715 -3.749 0.561
C -0.917 3.571 0.589
C -1.082 2.748 -0.665
C -1.116 -5.141 0.270
C -1.578 3.215 -1.862
C -1.664 0.258 2.332
C -1.128 -0.156 4.610
C 2.941 0.174 -0.789
C 5.003 -0.500 0.414
C 3.070 0.308 1.744
C 4.298 1.921 0.277
C 3.803 0.467 0.416
C -1.461 -0.034 6.094
C -1.650 -2.416 -4.314
C -1.851 -3.319 -1.910
C -1.477 -2.361 -2.844
C 0.207 3.004 1.487
C -1.459 -2.874 -0.655
C 0.354 -0.770 2.853
C 3.452 0.103 -2.066
C 2.438 -0.174 -4.422
B -0.212 -0.123 -2.755
H -3.705 -4.358 -0.124
H 5.002 2.136 1.081
H 0.765 2.207 0.974
H -3.712 -2.897 0.870
H 5.672 -0.318 -0.426
H -2.148 1.310 -4.625
H -0.040 -5.082 0.099
H 4.816 2.081 -0.667
H -2.672 2.653 1.568
H 0.753 -1.181 4.908
H 1.265 -1.227 2.501
H -1.625 -2.361 2.223
H 2.071 0.756 1.720
H -2.156 -1.531 -4.700
H 3.469 2.629 0.344
H 0.362 5.022 -0.445
H -2.983 0.741 3.935
H 3.625 0.812 2.534
H 3.022 -0.747 2.015
H -1.346 5.494 -0.360
H 5.577 -0.365 1.330
H -0.240 -0.127 -3.934
H 1.998 0.706 -4.897
H -0.686 -2.490 -4.822
H -1.579 -5.615 -0.592
H -2.162 4.210 2.245
H -3.451 -4.485 1.612
H -1.959 4.201 -2.063
H -0.822 2.450 -4.833
H 1.895 -1.046 -4.789
H -2.235 -3.294 -4.572
H -0.041 -3.109 1.780
H -3.010 4.148 0.705
H -0.175 2.627 2.433
H -0.344 5.592 1.075
H -2.427 3.054 -4.457
H 4.668 -1.538 0.372
H -2.335 0.618 1.561
H -1.294 -5.785 1.131
H 0.936 3.777 1.722
H -1.272 -4.027 2.628
H 4.490 0.170 -2.341
H 3.474 -0.248 -4.742
H -2.342 -4.249 -2.136
*
```

Summary:
<S²>	0.779
max |F|	0.0195	Eh/bohr
energy	-76748.1094	eV